C5H7N | the ωB97M-V functional and the def2-TZVPD basis

Structure (XYZ):
```
13
Properties=species:S:1:pos:R:3:forces:R:3
C 0.299699 1.285924 -0.030172 1.652 0.794 5.304
C 1.212660 0.161342 -0.307455 -0.047 -1.581 -1.278
C 0.405663 -1.135886 0.071951 0.941 0.947 -0.059
C -0.968670 -0.725907 0.549322 -0.003 0.111 -0.064
C -0.805010 0.410696 -0.487559 -0.589 -0.679 -0.417
N 0.257613 -0.445424 -1.231564 -0.546 -1.164 -1.501
H 0.437137 2.348278 -0.135735 0.146 0.077 -1.373
H 0.521146 1.190568 1.086168 -1.646 1.131 -0.240
H 2.288974 0.145737 -0.448372 -0.174 -0.100 -0.108
H 0.892322 -2.110856 0.151986 -0.118 0.377 -0.068
H -1.136372 -0.489789 1.608304 0.034 0.111 -0.267
H -1.733351 -1.424200 0.196637 0.191 -0.029 0.083
H -1.671817 0.789518 -1.023505 0.157 0.003 -0.013
```
Forces are in eV/Å.

As for the maximum force: 5.612 eV/A. Its multiplicity is 1. For the total energy, the calculation gives -6784.6472 eV. The highest occupied orbital energy comes out at -8.605 eV. The value obtained for the orbital gap is 0.3593 hartree.